1.
DFT (ωB97M-V with the def2-TZVPD basis set) results for C23H35SiSn as an isolated structure at a distorted geometry.

XYZ file:
```
60
Properties=species:S:1:pos:R:3
C 4.001 2.229 1.528
Si 2.247 2.169 2.188
C 1.487 3.873 2.307
H 0.764 1.186 -0.329
C 2.067 1.121 3.681
Sn 1.056 -0.727 2.905
C 0.745 -2.055 4.633
C -0.947 -0.254 2.340
C 2.320 -1.805 1.549
H 4.613 2.659 2.335
H 4.395 1.236 1.254
H 4.060 2.886 0.643
H 1.952 4.275 3.223
H 1.756 4.489 1.432
H 0.389 3.849 2.408
H 3.080 0.863 4.044
H 1.401 1.588 4.431
H 0.207 -2.945 4.266
H 1.727 -2.330 5.052
H 0.135 -1.518 5.375
H -1.405 -1.160 1.931
H -1.468 0.050 3.255
H -0.979 0.546 1.598
H 1.766 -2.650 1.129
H 2.678 -1.156 0.746
H 3.171 -2.185 2.124
C -1.071 5.143 -4.836
C -0.650 4.090 -3.856
C 0.545 4.182 -3.121
C 0.938 3.133 -2.274
C 0.109 1.999 -2.103
C 0.556 0.789 -1.290
C -0.350 -0.415 -1.181
C 0.017 -1.703 -1.020
C -0.935 -2.804 -0.924
C -0.609 -4.037 -0.297
C -1.557 -5.033 -0.141
C -2.854 -4.879 -0.630
C -3.819 -6.024 -0.483
C -3.210 -3.672 -1.249
C -2.275 -2.641 -1.354
C -1.133 2.003 -2.724
C -1.494 3.017 -3.604
H -2.081 4.922 -5.184
H -1.101 6.108 -4.321
H -0.399 5.236 -5.696
H 1.158 5.081 -3.210
H 1.913 3.195 -1.771
H 1.574 0.457 -1.610
H -1.414 -0.199 -1.244
H 1.071 -1.980 -0.934
H 0.404 -4.175 0.083
H -1.284 -5.971 0.347
H -4.773 -5.819 -0.988
H -3.370 -6.929 -0.935
H -3.998 -6.231 0.590
H -4.212 -3.575 -1.662
H -2.618 -1.703 -1.785
H -1.828 1.187 -2.548
H -2.467 3.012 -4.094
```

Computed properties:
- charge = -1
- orbital gap (eV) = 3.362

=====

2.
DFT (ωB97M-V with the def2-TZVPD basis set) results for C23H36As2CuF7N3O3Si2 as an isolated structure.

XYZ file:
```
77
Properties=species:S:1:pos:R:3
Cu -0.617 0.131 1.114
F 0.768 -2.797 5.967
C 0.842 -1.489 5.655
C 1.276 -1.132 4.419
C 1.257 0.217 4.037
C 1.418 0.587 2.655
O 1.585 -0.412 1.825
C 1.298 1.929 2.309
C 1.061 2.839 3.311
N 0.812 2.511 4.581
C 0.340 3.527 5.508
C -1.103 3.488 5.922
C -0.612 4.570 5.010
C 0.867 1.187 4.970
C 0.455 0.790 6.249
C 0.382 -0.541 6.587
N -0.268 -0.885 7.804
C -1.731 -0.853 7.755
C -2.222 -0.356 9.119
N -1.153 -0.681 10.135
C -0.590 -2.052 9.899
C 0.193 -2.034 8.574
C 1.035 2.438 0.886
O 1.667 3.399 0.484
O 0.080 1.807 0.327
H 1.541 -1.896 3.703
H 0.983 3.888 3.065
H 1.086 3.818 6.237
H -1.336 3.737 6.948
H -1.715 2.718 5.468
H -0.484 5.569 5.399
H -0.940 4.519 3.982
H 0.112 1.523 6.963
H -2.142 -1.843 7.527
H -2.070 -0.186 6.967
H -3.141 -0.842 9.441
H -2.358 0.723 9.143
H -1.516 -0.588 11.082
H -0.397 -0.006 10.010
H -1.443 -2.727 9.865
H 0.036 -2.321 10.747
H 0.028 -2.992 8.077
H 1.262 -1.928 8.759
C 0.563 -3.408 0.881
Si 2.273 -2.858 0.358
C 2.777 -3.676 -1.244
C 3.506 -3.229 1.717
As 1.956 -0.536 -0.090
Si 4.227 0.280 -0.029
C 4.730 0.327 1.773
C 4.277 1.966 -0.804
C 5.253 -0.905 -1.050
H 0.555 -4.477 1.108
H -0.160 -3.236 0.081
H 0.208 -2.876 1.767
H 2.667 -4.759 -1.163
H 3.817 -3.465 -1.495
H 2.153 -3.346 -2.077
H 3.506 -4.307 1.901
H 3.257 -2.733 2.657
H 4.522 -2.940 1.449
H 4.455 -0.581 2.312
H 4.273 1.185 2.271
H 5.815 0.444 1.841
H 3.556 2.647 -0.349
H 4.064 1.910 -1.873
H 5.278 2.390 -0.685
H 5.402 -1.873 -0.574
H 6.236 -0.458 -1.221
H 4.803 -1.072 -2.031
F -2.806 0.312 1.648
As -2.677 0.102 3.389
F -1.352 -1.023 3.023
F -1.476 1.383 3.373
F -2.350 -0.110 5.093
F -3.889 1.269 3.689
F -3.794 -1.186 3.401
```

Computed properties:
- charge = +1
- orbital gap (eV) = 7.056

=====

3.
DFT (ωB97M-V with the def2-TZVPD basis set) results for C23H36AsN6O5S5Ti as an isolated structure.

XYZ file:
```
77
Properties=species:S:1:pos:R:3
Ti -0.527 0.302 -0.256
O 0.297 -5.879 -0.090
C 0.166 -4.520 -0.138
C 0.686 -3.775 -1.193
C 0.498 -2.409 -1.162
N -0.158 -1.827 -0.173
C -0.632 -2.521 0.850
C -0.493 -3.893 0.914
C -1.253 -1.610 1.908
O -1.585 -2.086 2.983
O -1.284 -0.385 1.532
C 1.009 -1.409 -2.187
O 1.662 -1.793 -3.148
O 0.679 -0.203 -1.900
H 0.752 -6.168 -0.888
H 1.226 -4.223 -2.019
H -0.883 -4.445 1.757
S -4.553 2.362 0.501
As -3.035 2.255 -0.949
S -2.594 0.120 -1.477
S -1.021 2.650 -0.065
S -3.315 3.458 -2.693
C 2.683 -1.381 -6.942
C 2.314 0.054 -7.302
C 3.081 1.106 -6.504
C 2.808 1.055 -5.003
N 1.392 1.159 -4.696
C 0.737 2.354 -4.575
S 1.481 3.842 -4.886
N -0.553 2.246 -4.268
C -1.339 1.025 -4.361
C -1.733 0.722 -5.802
C -2.503 -0.590 -5.927
C -1.642 -1.817 -5.632
H 2.167 -2.097 -7.585
H 2.410 -1.616 -5.911
H 3.760 -1.548 -7.048
H 1.244 0.202 -7.134
H 2.487 0.222 -8.370
H 2.827 2.104 -6.865
H 4.159 0.970 -6.654
H 3.367 1.845 -4.498
H 3.139 0.103 -4.589
H 1.033 0.430 -4.090
H -1.078 3.059 -3.969
H -2.226 1.187 -3.748
H -0.815 0.186 -3.911
H -0.833 0.682 -6.427
H -2.342 1.554 -6.168
H -2.914 -0.670 -6.939
H -3.357 -0.566 -5.244
H -0.730 -1.805 -6.237
H -2.180 -2.742 -5.853
H -1.336 -1.856 -4.586
C 3.426 4.134 -0.390
C 2.401 3.442 -1.263
N 2.256 2.068 -0.807
C 2.126 1.759 0.512
N 1.445 0.703 0.851
C 1.467 0.249 2.238
C 2.634 0.812 3.027
C 2.644 2.310 2.813
N 2.813 2.573 1.396
C 3.016 3.976 1.060
H 3.486 5.193 -0.646
H 4.410 3.684 -0.544
H 2.713 3.422 -2.306
H 1.436 3.959 -1.223
H 1.741 1.452 -1.422
H 1.492 -0.845 2.240
H 0.532 0.535 2.725
H 3.582 0.394 2.676
H 2.523 0.572 4.087
H 3.478 2.788 3.335
H 1.712 2.754 3.191
H 3.788 4.361 1.731
H 2.096 4.546 1.251
```

Computed properties:
- ΔE to the lowest compared entry with this formula, charge and spin (eV) = 0.000
- <S²> = 0.755
- 2S+1 = 2
- charge = -2
- orbital gap (alpha / beta) (eV) = 5.231 / 5.227

=====

4.
DFT (ωB97M-V with the def2-TZVPD basis set) results for C23H36CuN3OSi2 as an isolated structure.

XYZ file:
```
66
Properties=species:S:1:pos:R:3
Cu -0.229 0.341 -1.164
C -3.492 0.862 0.827
Si -2.063 0.068 1.765
C -2.395 0.487 3.571
C -2.214 -1.809 1.688
C -0.500 0.646 1.012
C -0.531 2.100 0.698
C -0.776 3.155 1.593
C -0.801 4.459 1.138
C -0.573 4.723 -0.209
C -0.329 3.648 -1.041
N -0.308 2.385 -0.606
Si 1.093 0.111 1.740
C 1.434 -1.699 1.352
C 2.465 1.208 1.068
C 1.277 0.212 3.610
H -4.421 0.294 0.944
H -3.257 0.950 -0.238
H -3.678 1.874 1.202
H -3.386 0.118 3.860
H -2.384 1.568 3.744
H -1.662 0.036 4.241
H -3.263 -2.117 1.763
H -1.678 -2.282 2.518
H -1.800 -2.200 0.757
H -0.939 2.930 2.640
H -0.994 5.273 1.827
H -0.587 5.731 -0.600
H -0.145 3.790 -2.100
H 1.459 -1.890 0.274
H 0.626 -2.310 1.772
H 2.372 -2.049 1.800
H 2.441 1.266 -0.025
H 3.464 0.885 1.383
H 2.314 2.227 1.444
H 0.604 -0.481 4.122
H 1.076 1.219 3.993
H 2.302 -0.057 3.889
N 1.363 -0.419 -2.022
C 2.510 -0.450 -2.022
C 3.951 -0.531 -2.009
C 4.587 -1.083 -0.900
C 5.969 -1.154 -0.879
C 6.706 -0.671 -1.953
C 6.066 -0.112 -3.052
C 4.684 -0.040 -3.084
H 3.993 -1.443 -0.067
H 6.471 -1.582 -0.021
H 7.787 -0.725 -1.931
H 6.644 0.269 -3.883
H 4.171 0.395 -3.932
C -3.724 -3.084 -1.697
N -2.643 -2.146 -1.973
C -1.260 -2.612 -1.974
C -2.873 -0.847 -2.238
C -4.304 -0.384 -2.348
O -1.943 -0.054 -2.411
H -3.305 -3.957 -1.205
H -4.231 -3.409 -2.608
H -4.460 -2.651 -1.021
H -1.257 -3.687 -1.806
H -0.678 -2.126 -1.189
H -0.777 -2.391 -2.926
H -4.890 -1.030 -3.003
H -4.298 0.631 -2.735
H -4.778 -0.378 -1.365
```

Computed properties:
- ΔE to the lowest compared entry with this formula, charge and spin (eV) = 0.000
- orbital gap (eV) = 6.604